19
Properties=species:S:1:pos:R:3:forces:R:3:mulliken_charge:R:1 method="wB97M-V/def2-TZVPD" lumo_energy_ev=-4.939 charge=+1 homo_ev=-14.4 orbital_gap_ev=9.48 relative_energy_kj_mol=269.1
C -2.263 0.974 -0.435 0.157 -0.052 0.011 -1.13
C -1.459 0.257 0.665 -1.323 -0.518 0.176 -0.28
N -0.093 0.489 0.428 1.529 0.547 -0.253 -0.50
N 0.725 -0.375 0.140 -0.591 0.620 0.241 0.68
C 0.474 -1.792 0.021 -0.526 -1.080 -0.047 -0.95
C 2.138 0.082 -0.197 0.873 0.211 -0.291 -0.45
N 2.454 1.403 0.096 -0.178 0.035 0.090 -0.49
H -2.084 0.518 -1.405 -0.006 -0.029 -0.092 0.34
H -3.317 0.884 -0.196 -0.082 -0.017 0.013 0.36
H -1.999 2.026 -0.482 0.018 0.079 0.005 0.34
H -1.754 -0.795 0.721 0.103 0.099 0.087 0.37
H -1.685 0.768 1.608 0.109 -0.162 -0.028 0.28
H 1.414 -2.321 -0.113 0.007 0.137 -0.018 0.37
H -0.023 -2.173 0.914 0.102 0.113 -0.041 0.39
H -0.172 -1.988 -0.838 0.069 0.068 0.019 0.38
H 2.224 -0.104 -1.277 -0.097 -0.128 0.205 0.41
H 2.807 -0.606 0.331 -0.238 0.021 -0.056 0.38
H 1.917 2.101 -0.394 0.060 0.029 -0.018 0.26
H 2.544 1.622 1.077 0.012 0.027 -0.003 0.26

=====

16
Properties=species:S:1:pos:R:3:forces:R:3:mulliken_charge:R:1 method="wB97M-V/def2-TZVPD" lumo_energy_ev="0.778 / 0.394" homo_ev="-7.1 / -7.7" orbital_gap_ev="7.85 / 8.12" relative_energy_kj_mol=463.7
B -0.649 -0.851 0.287 -0.610 -0.309 0.856 0.03
C -0.382 -0.927 1.854 2.124 0.515 -1.884 -1.01
C -1.869 -1.588 -0.361 1.178 0.074 -1.085 -0.93
C 1.500 2.096 -0.584 -2.885 0.318 -0.350 -0.62
C 1.232 0.965 -1.478 -0.629 0.717 0.172 -0.83
H 0.578 -1.461 2.012 -0.319 0.112 -0.129 0.31
H -1.105 -1.414 2.418 -1.600 -1.037 0.900 0.38
H -0.203 0.033 2.293 0.120 0.781 0.235 0.32
H -2.395 -2.217 0.318 -0.171 -0.953 0.744 0.33
H -1.571 -2.155 -1.279 -0.463 0.514 0.625 0.25
H -2.624 -0.861 -0.617 -0.158 0.577 -0.579 0.33
H 1.274 1.789 0.452 -0.059 0.796 -0.345 0.15
H 2.507 2.294 -0.682 2.496 0.848 0.115 0.32
H 0.930 2.948 -1.034 0.386 -0.190 1.304 0.24
H 1.100 1.232 -2.517 -0.078 -0.767 -0.154 0.35
H 1.676 0.116 -1.082 0.669 -1.996 -0.424 0.39

=====

72
Properties=species:S:1:pos:R:3:forces:R:3:mulliken_spin:R:1 method="wB97M-V/def2-TZVPD" lumo_energy_ev="0.565 / 0.444" spin_multiplicity=2 homo_ev="-1.9 / -9.8" orbital_gap_ev="2.47 / 10.26"
O -0.312 -0.903 -0.035 -3.034 -0.426 1.120 -0.59
H -0.515 -0.687 -0.948 0.522 1.385 -1.862 -0.04
H 0.361 -0.394 0.422 2.275 1.850 0.175 0.09
H -0.091 -1.832 0.059 0.579 -2.944 0.689 -0.17
C 1.740 -1.210 -3.289 -0.861 -0.162 -0.139 0.68
C 0.211 -1.113 -3.361 0.892 -0.290 -0.969 -0.39
C -0.476 -2.469 -3.078 0.247 2.291 1.091 0.07
O -1.883 -2.202 -3.040 0.906 -0.312 -0.379 -0.11
C -2.592 -3.380 -3.327 -0.046 0.064 0.085 0.10
N -0.210 -0.002 -2.488 -0.804 -0.641 0.063 -0.01
H 2.030 -1.411 -2.258 0.348 0.064 -0.040 -0.10
H 2.129 -0.259 -3.653 0.369 0.031 0.229 0.00
H 2.104 -1.995 -3.952 0.092 -0.069 0.099 -0.15
H -0.033 -0.698 -4.339 -0.150 -0.993 -0.619 -0.14
H -0.148 -2.770 -2.083 -0.054 -0.147 0.291 0.24
H -0.091 -3.275 -3.703 -0.567 0.144 -0.713 -0.05
H -3.653 -3.142 -3.248 0.045 -0.218 -0.157 0.02
H -2.317 -4.156 -2.614 -0.190 -0.237 0.075 0.01
H -2.297 -3.714 -4.322 -0.391 -0.220 -0.196 -0.02
H 0.328 0.780 -2.834 0.383 0.430 0.488 0.00
H -1.145 0.223 -2.797 -0.514 0.016 0.066 0.06
C 0.775 0.337 3.187 -0.051 -0.882 -0.667 0.28
C 0.983 1.284 1.956 -0.599 0.394 3.509 0.09
C 1.751 2.536 2.370 0.009 0.299 -0.518 0.07
O 1.210 3.068 3.538 -0.192 0.080 1.077 -0.09
C 1.700 4.370 3.851 -0.265 -0.746 -0.535 -0.01
N 1.567 0.624 0.818 0.299 0.894 0.103 0.30
H 0.017 -0.372 2.856 -0.163 -0.230 0.153 0.04
H 0.436 0.721 4.150 -0.158 0.809 -0.487 -0.03
H 1.618 -0.293 3.474 0.477 0.181 -0.473 -0.03
H -0.028 1.621 1.727 -0.051 0.005 -0.430 0.04
H 1.681 3.308 1.603 -0.159 0.100 -0.625 0.15
H 2.819 2.319 2.416 0.378 -0.197 0.541 0.04
H 1.225 4.754 4.754 -0.031 -0.335 -0.025 0.00
H 1.417 5.009 3.014 0.329 0.452 -0.041 0.00
H 2.780 4.313 3.988 0.134 0.327 -0.033 0.00
H 2.524 0.369 1.016 0.290 -0.927 0.480 -0.46
H 1.774 1.449 0.273 -0.280 0.073 -1.550 0.06
C -1.998 -3.953 0.586 0.294 -0.523 0.792 -0.19
C -0.597 -4.331 1.129 -0.507 1.711 -0.752 -0.21
C -0.173 -5.782 0.906 -0.029 0.028 1.977 0.50
O -0.442 -6.460 2.146 -0.288 -1.161 -0.739 -0.11
C -0.120 -7.874 2.188 -0.506 0.805 0.188 -0.02
N 0.374 -3.406 0.471 -0.902 -0.302 0.147 0.72
H -2.045 -4.169 -0.482 -0.250 -0.140 0.075 0.05
H -2.275 -2.910 0.739 0.514 0.176 -0.038 0.00
H -2.752 -4.483 1.169 -0.155 -0.469 -0.386 0.01
H -0.530 -4.035 2.176 -0.198 -0.620 0.161 0.29
H 0.912 -5.790 0.796 0.059 -0.168 -0.652 -0.06
H -0.724 -6.235 0.082 0.213 -0.123 -0.216 0.16
H 0.924 -8.016 2.469 -0.028 -0.015 0.314 0.00
H -0.278 -8.479 1.295 -0.132 0.609 -0.651 0.01
H -0.840 -8.291 2.893 0.465 -0.034 0.397 0.00
H 1.188 -3.399 1.069 0.798 0.166 -0.157 -0.33
H 0.620 -3.859 -0.397 0.680 0.049 -0.471 0.13
C -0.514 7.162 0.702 -1.111 1.234 0.361 0.00
C 0.136 5.983 0.081 -0.640 -1.571 -1.686 0.01
C -0.822 5.175 -0.939 -0.079 0.841 1.038 0.05
O -0.510 3.785 -1.083 -1.139 -0.629 -0.474 -0.06
C -1.636 3.043 -1.696 1.076 -0.080 0.714 0.12
N 1.340 6.449 -0.650 -0.365 -1.075 0.705 0.00
H 0.124 7.735 1.375 0.597 -0.104 -0.308 0.00
H -1.367 6.978 1.354 -0.270 -0.564 -0.259 0.00
H -0.840 7.842 -0.085 -0.029 0.173 0.021 0.00
H 0.360 5.267 0.871 0.227 -0.326 0.008 -0.01
H -0.884 5.612 -1.936 0.489 0.437 -0.111 0.00
H -1.822 5.330 -0.533 -0.329 -0.437 0.204 0.00
H -2.497 3.041 -1.027 -0.218 0.608 -0.203 0.00
H -1.422 1.980 -1.803 0.815 0.156 0.566 0.00
H -1.851 3.298 -2.734 -0.168 0.918 0.146 0.00
H 2.056 6.303 0.047 0.739 0.538 -0.017 -0.01
H 1.518 5.682 -1.282 0.360 -0.023 -0.573 -0.01